Record 1
This record from OMol25 describes an isolated molecule of C4H7NO. The level of theory is ωB97M-V/def2-TZVPD.

As for the molar mass: 85.11 g mol⁻¹. For the relative energy (zero: lowest compared OMol25 entry of this formula, charge and spin), the calculation gives 143.6 kcal per mole. The value obtained for the HOMO energy is -8.578 eV. For the energy, the calculation gives -7793.4194 eV. As for the SMILES: C1OC[C@@H]2N[C@@H]12.

Geometry as ORCA input:
```
! RIJCOSX wB97M-V def2-TZVPD def2/J DEFGRID3
* xyz 0 1
C -0.807 -1.167 0.118
O -1.481 0.159 0.145
C -0.570 1.121 -0.285
C 0.670 0.689 0.423
N 1.903 -0.022 -0.128
C 0.615 -0.824 -0.338
H -1.422 -1.623 -0.654
H -0.997 -1.642 1.154
H -0.605 1.268 -1.369
H -0.823 2.168 -0.012
H 0.557 0.790 1.557
H 2.386 -0.367 0.789
H 0.576 -0.551 -1.398
*
```


Record 2
This record from OMol25 describes an isolated molecule of C4H7NO. The level of theory is ωB97M-V/def2-TZVPD.

As for the molar mass: 85.11 g mol⁻¹. For the relative energy (zero: lowest compared OMol25 entry of this formula, charge and spin), the calculation gives 24.3 kcal per mole. The value obtained for the HOMO energy is -11.005 eV. For the energy, the calculation gives -7798.5926 eV. As for the SMILES: C[C@@H](O)CC#N.

Geometry as ORCA input:
```
! RIJCOSX wB97M-V def2-TZVPD def2/J DEFGRID3
* xyz 0 1
C -1.196 -0.875 0.061
C -0.312 0.334 -0.265
O -0.899 1.534 0.218
C 1.072 0.330 0.417
C 2.147 -0.336 -0.325
N 3.041 -0.805 -0.890
H -2.249 -0.596 -0.075
H -0.999 -1.729 -0.595
H -1.076 -1.198 1.102
H -0.164 0.398 -1.355
H -1.735 1.663 -0.247
H 1.012 -0.102 1.423
H 1.358 1.382 0.531
*
```


Ordered frontier orbital gap results: 9.567; 11.675; unit eV.